Entry from the OMol25 dataset: a molecular structure, C5H8LiO3 (ωB97M-V with the def2-TZVPD basis set).

Positions of all 17 atoms, in Å:
Li (-1.1763, 2.3157, 0.3619)
O (0.4254, 1.3331, 0.7174)
O (-0.1918, -0.7318, 0.0827)
C (-1.5456, -0.6341, 0.5672)
C (-2.4664, 0.0077, -0.4676)
O (-2.1285, 1.3069, -0.7449)
C (0.6167, 0.3039, 0.0710)
H (-1.8394, -1.6720, 0.7674)
H (-1.5367, -0.0751, 1.5143)
H (-3.4983, -0.1407, -0.0733)
H (-2.4150, -0.6316, -1.3790)
C (1.9481, 0.0121, -0.5989)
C (3.0512, -0.4221, 0.2980)
H (1.7328, -0.7392, -1.3736)
H (2.2075, 0.9439, -1.1267)
H (3.6034, 0.3058, 0.8923)
H (3.2128, -1.4826, 0.4918)

The gap between HOMO and LUMO (alpha / beta) comes out at 8.0 / 7.7 eV. Its HOMO energy (alpha / beta) is -0.2919 / -0.2919 Ha. Its expectation value of S² is 0.754. The total charge is 0. The spin multiplicity is 2.

---

Entry from the OMol25 dataset: 2 unconnected molecules or ions with the total composition C4H12NO (ωB97M-V with the def2-TZVPD basis set).

Positions of all 18 atoms, in Å:
C (-1.0276, -1.0704, -0.1427)
N (-0.7321, 0.4402, -0.8734)
C (-0.4933, 1.3102, 0.3825)
C (0.2560, 0.4188, 1.3105)
C (-0.4092, -0.9765, 1.3178)
H (-2.0360, -1.3396, -0.2331)
H (-0.4880, -1.7624, -0.7623)
H (-1.6833, 0.6093, -1.3244)
H (0.1748, 0.2629, -1.4433)
H (-1.4305, 1.5254, 0.7814)
H (0.1418, 2.1252, 0.1600)
H (1.3432, 0.4154, 1.0313)
H (0.2088, 0.9075, 2.3277)
H (-1.2619, -0.9247, 2.0843)
H (0.1507, -1.9778, 1.5981)
H (2.7535, -0.6322, -2.3410)
H (2.4496, 0.7708, -1.9640)
O (2.0834, -0.1019, -1.9094)

The gap between HOMO and LUMO comes out at 12.6 eV. Its HOMO energy is -0.5788 Ha. The total charge is +1.

---

Entry from the OMol25 dataset: C3H6OSe in the gas phase (ωB97M-V with the def2-TZVPD basis set).

Positions of all 11 atoms, in Å:
C (0.5919, 0.8950, 0.9166)
C (0.1364, -0.2215, -0.0185)
O (0.9943, -0.2236, -1.1342)
C (-1.2745, -0.4863, -0.4152)
Se (-1.7148, -0.9479, -1.9904)
H (-0.2612, 1.1910, 1.4875)
H (0.7587, 1.9255, 0.3720)
H (1.4729, 0.5673, 1.4638)
H (0.5094, -1.2448, 0.4476)
H (0.7088, -1.0734, -1.6319)
H (-1.9218, -0.3813, 0.5026)

The gap between HOMO and LUMO (alpha / beta) comes out at 8.2 / 8.2 eV. Its HOMO energy (alpha / beta) is -0.3219 / -0.3219 Ha. Its structure (SMILES) is C[C@H](O)C=[Se]. The total charge is 0.

---

Entry from the OMol25 dataset: a molecular structure, C27H47BCl2F5O15Pt (ωB97M-V with the def2-TZVPD basis set).

Positions of all 98 atoms, in Å:
Pt (0.0497, -3.5409, 0.3453)
B (-0.9663, -0.9190, 1.2151)
F (-1.1140, -0.9769, 2.5897)
F (0.2156, -1.3784, 0.7921)
F (-1.8117, -1.8019, 0.5543)
F (-1.3672, 0.3712, 0.8452)
C (-4.8060, -1.0841, 2.0603)
Cl (-5.4124, -2.2501, 0.8639)
Cl (-5.5898, -1.2971, 3.7280)
H (-3.7484, -1.3381, 2.1318)
H (-5.0585, -0.1031, 1.6577)
C (-0.8223, 5.8514, -3.1443)
C (-2.0591, 5.0493, -3.4231)
O (-2.8658, 4.8319, -2.2924)
C (-2.6344, 3.8356, -1.4818)
O (-1.7533, 2.9602, -1.6570)
O (-3.4985, 3.9157, -0.4092)
C (-3.3923, 3.1935, 0.7905)
H (-1.1245, 6.7034, -2.5352)
H (-0.4292, 6.2684, -4.0715)
H (-0.0600, 5.3534, -2.5453)
H (-1.8243, 4.2297, -4.1022)
H (-2.5527, 5.8308, -4.0007)
H (-2.3942, 3.4270, 1.1611)
H (-3.4141, 2.1449, 0.4939)
H (-4.1606, 3.4482, 1.5205)
C (1.7887, -4.2917, -5.4221)
C (1.2332, -4.0751, -4.0070)
O (0.1238, -3.0932, -3.9965)
C (-0.3208, -2.6224, -2.9151)
O (-0.0531, -2.8886, -1.7051)
O (-1.0394, -1.5711, -3.3663)
C (-1.2993, -0.3918, -2.6888)
H (1.1224, -4.7503, -6.1528)
H (2.6181, -4.9963, -5.3611)
H (2.1061, -3.3346, -5.8360)
H (2.0679, -3.6972, -3.4166)
H (0.8417, -4.9918, -3.5660)
H (-1.7335, 0.2375, -3.4656)
H (-0.4507, 0.1847, -2.3205)
H (-1.9869, -0.6188, -1.8741)
C (-3.4805, -4.7106, 4.9560)
C (-3.7467, -5.2923, 3.5786)
O (-2.7179, -4.7897, 2.7801)
C (-2.6228, -5.0726, 1.4595)
O (-2.0451, -4.3887, 0.6825)
O (-3.4188, -6.1695, 1.1248)
C (-3.0663, -6.9177, -0.0785)
H (-4.1518, -5.2822, 5.5969)
H (-3.6882, -3.6596, 5.1567)
H (-2.4828, -4.8319, 5.3777)
H (-4.6729, -4.9617, 3.1084)
H (-3.8679, -6.3702, 3.6869)
H (-3.3403, -6.4546, -1.0264)
H (-3.5431, -7.8868, -0.2255)
H (-1.9931, -7.0844, -0.1716)
C (2.6049, 7.8535, 0.5964)
C (1.5036, 7.1824, -0.2330)
O (0.8597, 6.1207, 0.4941)
C (1.1132, 4.8182, 0.3159)
O (1.9487, 4.3806, -0.4700)
O (0.3268, 4.0962, 1.0951)
C (0.4830, 2.7270, 1.2671)
H (2.1505, 8.6113, 1.2347)
H (3.3774, 8.3913, 0.0467)
H (3.0957, 7.0651, 1.1671)
H (1.9988, 6.7522, -1.1035)
H (0.6680, 7.8457, -0.4566)
H (-0.0108, 2.4247, 2.1906)
H (1.4734, 2.3271, 1.4848)
H (-0.0333, 2.1808, 0.4777)
C (2.2420, 0.9196, -3.1549)
C (3.2164, 0.0258, -2.3307)
O (2.4164, -0.7463, -1.4264)
C (2.8415, -1.9115, -0.8725)
O (2.3252, -2.4022, 0.1605)
O (3.6834, -2.5273, -1.6315)
C (4.3400, -3.7171, -1.2216)
H (2.7645, 1.6357, -3.7892)
H (1.6884, 1.5989, -2.5065)
H (1.5594, 0.2049, -3.6145)
H (4.0034, 0.6439, -1.8986)
H (3.7080, -0.6115, -3.0657)
H (5.1848, -4.0584, -1.8198)
H (3.5427, -4.4584, -1.1669)
H (4.5512, -3.7005, -0.1524)
F (1.2360, 1.1079, 6.0448)
C (2.1649, 0.8701, 5.1030)
C (3.4935, 1.2683, 5.3041)
C (4.4015, 1.1741, 4.2905)
C (4.0231, 0.5738, 3.0846)
C (2.7197, 0.0597, 2.8849)
C (1.7624, 0.1783, 3.9654)
H (3.7297, 1.6028, 6.3034)
H (5.3916, 1.5962, 4.3791)
H (4.6634, 0.6269, 2.2166)
H (2.3905, -0.3595, 1.9456)
H (0.8113, -0.3229, 3.8622)

The gap between HOMO and LUMO (alpha / beta) comes out at 5.4 / 4.0 eV. Its HOMO energy (alpha / beta) is -0.3924 / -0.3924 Ha. Its expectation value of S² is 2.003. The total charge is +1. The spin multiplicity is 3.

---

Record order is preserved below.
Relative energy (zero: lowest compared OMol25 entry of this formula, charge and spin): 0.00; 121.30; 90.11; 0.00 kJ/mol